Density functional theory data (ωB97M-V/def2-TZVPD) for a structure of composition C3H3LiO3Tm.

Summary:
2S+1: 4
E_LUMO (alpha / beta): -0.64 / -0.65 eV
⟨S²⟩: 3.76

Cartesian coordinates (Å):
H  -1.355  -0.233  -0.891
C  -1.266  0.297  1.284
C  -0.637  0.626  0.032
O  0.575  -0.160  -0.104
C  1.536  0.299  -0.931
O  2.280  -0.613  -1.359
O  -1.479  -0.978  1.561
Li  3.125  0.948  -1.983
H  -1.179  1.010  2.117
H  -0.412  1.683  -0.141
Tm  -1.187  -2.879  0.414

=====

Density functional theory data (ωB97M-V/def2-TZVPD) for a structure of composition C3H17BeO6.

Summary:
2S+1: 1
E_LUMO: -3.53 eV
Relative energy (zero: lowest compared OMol25 entry of this formula, charge and spin): 0.000 eV
Total charge: +1

Cartesian coordinates (Å):
Be  -0.730  1.011  0.507
C  2.082  -0.328  -1.499
C  0.999  -1.112  -0.719
C  1.537  -1.810  0.542
O  -0.023  -0.156  -0.276
H  1.782  0.102  -2.427
H  2.953  -0.996  -1.636
H  2.398  0.555  -0.922
H  0.407  -1.723  -1.413
H  1.873  -1.088  1.304
H  2.226  -2.585  0.365
H  0.626  -2.342  0.899
O  -0.416  2.496  -0.266
H  -0.018  2.457  -1.168
H  -0.412  3.430  0.036
O  -1.412  -1.374  2.131
H  -1.557  -2.015  1.425
H  -1.468  -1.997  2.848
O  -0.206  1.338  2.099
H  -0.261  2.211  2.450
H  0.302  0.845  2.732
O  -0.947  0.500  -2.802
H  -0.623  -0.129  -2.144
H  -0.615  0.267  -3.635
O  -2.463  0.824  0.576
H  -3.090  0.535  1.219
H  -2.945  1.082  -0.226

=====

Density functional theory data (ωB97M-V/def2-TZVPD) for a cluster of 13 separate species, C3H33NO12 in total.

Summary:
2S+1: 1
E_LUMO: 0.21 eV
Relative energy (zero: lowest compared OMol25 entry of this formula, charge and spin): 1.486 eV

Cartesian coordinates (Å):
C  0.334  -1.394  3.019
C  0.148  -2.247  1.811
C  -0.829  -3.431  1.813
N  -0.266  -1.257  0.685
H  0.487  -1.913  3.988
H  1.421  -1.104  2.955
H  -0.352  -0.546  3.283
H  1.147  -2.744  1.464
H  -0.815  -4.174  0.889
H  -0.631  -4.055  2.634
H  -1.832  -3.314  1.674
H  -0.883  -0.555  1.111
H  -0.850  -1.647  -0.076
H  -2.192  0.542  -3.070
H  -0.849  0.084  -3.122
O  -1.447  0.729  -3.465
H  0.015  1.512  -0.863
H  1.236  0.570  -1.187
O  0.863  1.221  -0.561
H  2.513  2.608  1.759
H  2.630  2.129  3.218
O  2.880  1.995  2.326
H  -0.846  2.634  -3.656
H  0.448  2.872  -2.860
O  -0.359  3.123  -2.916
H  -1.692  1.498  1.095
H  -3.071  1.004  1.989
O  -2.190  0.954  1.661
H  -0.912  3.374  -1.401
H  -2.187  3.700  -0.854
O  -1.345  3.550  -0.520
H  1.329  1.598  4.078
H  -0.060  1.705  3.405
O  0.444  1.977  4.195
H  1.236  -2.097  -3.886
H  1.308  -1.154  -2.661
O  0.722  -1.504  -3.335
H  -0.785  -1.698  -2.583
H  -2.068  -2.459  -2.850
O  -1.565  -2.032  -2.174
H  3.889  -1.500  -2.059
H  2.936  -0.674  -0.916
O  2.982  -1.197  -1.851
H  -2.563  -1.776  -0.405
H  -2.801  -0.563  0.545
O  -3.304  -1.372  0.140
H  1.790  -0.103  0.684
H  3.283  0.355  0.883
O  2.776  -0.303  0.519

=====

Density functional theory data (ωB97M-V/def2-TZVPD) for a cluster of 3 separate species, C18H37BN3O8 in total.

Summary:
2S+1: 1
E_LUMO: -5.47 eV
Relative energy (zero: lowest compared OMol25 entry of this formula, charge and spin): 0.584 eV
Total charge: +1

Cartesian coordinates (Å):
O  0.532  -1.549  1.862
C  -0.023  -2.372  1.193
O  -1.031  -2.011  0.317
C  0.291  -3.856  1.207
C  -0.755  -4.742  0.907
C  -0.502  -6.089  0.876
N  0.716  -6.561  1.140
C  1.744  -5.755  1.436
C  1.558  -4.392  1.469
B  2.831  -3.462  1.782
O  3.141  -2.468  0.856
O  3.633  -3.622  2.871
H  -1.811  -1.787  0.849
H  -1.753  -4.383  0.674
H  -1.303  -6.777  0.615
H  0.905  -7.559  1.128
H  2.723  -6.193  1.621
H  3.153  -2.929  0.001
H  4.540  -3.527  2.540
C  -3.503  5.192  1.568
O  -4.042  4.083  2.266
C  -4.174  2.910  1.476
C  -3.168  1.853  1.897
N  -1.809  2.229  1.524
C  -0.770  1.392  2.120
C  -0.648  1.377  3.645
O  -0.205  2.596  4.207
C  -1.218  3.565  4.422
H  -3.627  6.073  2.196
H  -2.434  5.061  1.370
H  -4.033  5.362  0.627
H  -4.097  3.129  0.407
H  -5.179  2.520  1.661
H  -3.422  0.903  1.413
H  -3.266  1.722  2.982
H  -1.645  3.188  1.802
H  0.183  1.745  1.717
H  -0.900  0.369  1.765
H  0.125  0.643  3.894
H  -1.564  1.030  4.139
H  -2.180  3.110  4.672
H  -1.323  4.215  3.550
H  -0.907  4.193  5.256
C  3.010  -0.080  -1.188
O  2.453  -0.959  -2.155
C  1.043  -1.110  -2.045
C  0.323  -0.439  -3.200
N  0.405  1.012  -3.105
C  -0.039  1.719  -4.306
C  0.731  1.482  -5.606
O  2.051  1.995  -5.604
C  3.025  1.152  -5.018
H  4.094  -0.183  -1.228
H  2.759  0.962  -1.402
H  2.675  -0.342  -0.183
H  0.672  -0.745  -1.084
H  0.838  -2.187  -2.094
H  -0.729  -0.740  -3.190
H  0.776  -0.810  -4.129
H  1.362  1.277  -2.915
H  0.021  2.786  -4.078
H  -1.097  1.492  -4.475
H  0.205  2.031  -6.391
H  0.723  0.430  -5.917
H  2.800  0.093  -5.168
H  3.134  1.368  -3.952
H  3.983  1.371  -5.491

=====

Number 1: F_max 3.6 eV/A. Number 2: F_max 2.9 eV/A. Number 3: F_max 9.7 eV/A. Number 4: F_max 1.8 eV/A.